1.
DFT (ωB97M-V/def2-TZVPD) results for a structure of composition C5H13NO2.

Structure (ORCA input):
```
! wB97M-V def2-TZVPD RIJCOSX def2/J DEFGRID3
* xyz 0 1
O 0.894 -1.458 1.469
O -1.201 0.190 1.314
N 0.322 1.099 -0.475
C -0.424 2.054 -1.274
C -0.551 -2.736 -0.009
C 1.098 1.700 0.598
C 0.286 -1.471 0.198
C -0.818 -0.177 0.213
H 1.744 2.496 0.220
H -1.203 2.490 -0.642
H 1.102 -1.475 -0.540
H 0.832 0.268 -0.951
H 0.402 2.102 1.337
H 1.706 0.936 1.077
H 0.057 -3.624 0.164
H -1.382 -2.756 0.697
H 0.260 -0.998 2.052
H -1.495 -0.270 -0.652
H -0.950 -2.766 -1.023
H 0.222 2.848 -1.660
H -0.901 1.549 -2.113
*
```

Energy   -403.47817 hartree
HOMO energy   -8.6 eV
HOMO-LUMO gap   0.3435 hartree

=====

2.
DFT (ωB97M-V/def2-TZVPD) results for a structure of composition C41H60BN2O3P2RuS.

Structure (ORCA input):
```
! wB97M-V def2-TZVPD RIJCOSX def2/J DEFGRID3
* xyz 0 2
Ru -0.416 0.071 -0.308
S -0.288 1.917 1.150
P -2.059 -1.824 0.381
P 1.086 0.940 -2.137
O -1.933 1.047 -1.254
O -3.796 2.149 -1.614
O 1.110 -0.609 1.502
N -0.908 -2.758 -1.786
N 0.403 -1.424 -3.050
C 0.649 2.456 -3.173
C -0.705 -3.394 -3.004
C -1.664 -3.278 -0.690
C -1.468 5.722 0.857
C 3.765 1.001 7.397
C -2.473 5.703 -0.104
C -0.791 -4.972 -4.788
C -2.004 -2.679 2.057
C 0.109 -2.559 -3.795
C 1.176 -0.317 -3.502
C 1.532 0.255 4.403
C 2.170 -0.255 1.996
C 0.623 3.721 -2.315
C 2.490 0.038 3.395
C 4.967 -0.169 2.708
C -3.831 -1.404 -0.075
C -1.197 3.322 0.632
C -3.852 -1.237 -1.605
C -4.218 -0.100 0.639
C 2.889 1.001 -1.618
C 1.970 0.573 5.682
C 1.599 2.706 -4.354
C -2.213 3.300 -0.328
C 3.317 0.652 6.006
C 0.475 -2.927 -5.076
C 3.222 -0.442 -1.196
C 0.054 0.164 4.163
C -0.845 4.542 1.222
C -0.741 2.194 -3.783
C -4.895 -2.450 0.264
C -2.736 -4.030 2.121
C 3.899 1.389 -2.704
C 3.869 0.108 3.712
C 3.064 1.980 -0.451
C -1.155 -4.607 -3.492
C -2.694 2.084 -1.085
C -0.530 -2.991 2.357
C -2.841 4.498 -0.674
C -2.576 -1.740 3.126
C 0.010 -4.147 -5.568
C 4.251 0.404 5.008
B -0.240 -1.478 -1.764
H -2.225 -0.710 3.006
H -2.968 6.620 -0.399
H -2.277 -2.091 4.119
H 2.925 1.029 8.090
H 4.247 1.981 7.409
H -0.131 -3.742 1.672
H -1.079 -3.993 -0.110
H 4.096 1.921 -0.088
H -3.716 -2.200 -2.106
H -5.831 -2.114 -0.191
H -5.075 -2.534 1.335
H 4.179 -0.450 -0.663
H 1.104 3.424 -5.014
H -5.121 0.309 0.180
H 3.919 2.462 -2.874
H -1.138 -5.915 -5.192
H 4.907 -1.181 2.305
H 1.807 1.815 -4.949
H 2.378 1.794 0.369
H -3.665 -1.730 3.096
H 2.452 -0.884 -0.568
H -4.831 -0.844 -1.891
H 1.229 0.752 6.454
H 1.631 4.038 -2.044
H 2.894 3.007 -0.771
H -2.280 -4.772 1.464
H -1.081 3.115 -4.266
H 0.106 -2.117 2.287
H 3.337 -1.093 -2.065
H 5.938 -0.062 3.188
H -0.265 0.874 3.399
H -0.058 4.546 1.967
H 4.940 0.525 1.867
H 4.493 0.276 7.765
H 3.039 -0.185 1.339
H -1.170 6.655 1.322
H 0.278 -4.454 -6.570
H -2.572 -3.790 -1.017
H -4.425 -0.279 1.697
H -0.700 1.422 -4.554
H -4.672 -3.438 -0.144
H -3.632 4.448 -1.411
H -0.490 0.368 5.085
H -3.793 -3.979 1.897
H 0.787 0.085 -4.435
H 5.308 0.445 5.249
H -3.447 0.657 0.569
H -3.106 -0.536 -1.956
H -0.460 -3.407 3.367
H -1.480 1.888 -3.052
H 4.895 1.100 -2.356
H 0.044 3.601 -1.406
H -1.774 -5.260 -2.887
H 2.542 3.149 -4.052
H -0.224 -0.823 3.816
H 2.219 -0.593 -3.681
H 3.727 0.887 -3.657
H -2.636 -4.408 3.145
H 1.105 -2.287 -5.683
H 0.170 4.533 -2.893
*
```

Energy   -3134.30826 hartree
HOMO energy (alpha / beta)   -7.0 / -7.4 eV
⟨S²⟩   0.76
HOMO-LUMO gap (alpha / beta)   0.2397 / 0.2476 hartree

=====

3.
DFT (ωB97M-V/def2-TZVPD) results for a cluster of 2 separate species, C2H6IO2 in total.

Structure (ORCA input):
```
! wB97M-V def2-TZVPD RIJCOSX def2/J DEFGRID3
* xyz -1 1
I -1.281 1.432 3.640
O -1.167 0.521 -1.088
O 1.142 0.495 0.875
C 0.500 -0.629 0.206
C -0.090 -0.368 -1.229
H 0.443 0.950 1.350
H 1.241 -1.418 0.072
H 0.675 -0.014 -1.921
H -0.876 1.436 -1.088
H -0.246 -1.077 0.863
H -0.341 -1.328 -1.681
*
```

Energy   -528.04769 hartree
HOMO energy   -3.5 eV
HOMO-LUMO gap   0.2563 hartree

=====

4.
DFT (ωB97M-V/def2-TZVPD) results for a structure of composition CH16Na4O11.

Structure (ORCA input):
```
! wB97M-V def2-TZVPD RIJCOSX def2/J DEFGRID3
* xyz 2 1
Na 1.213 -2.106 1.241
Na -4.183 0.577 -1.022
Na -2.306 -1.569 2.607
Na 0.869 -0.269 3.780
O 1.245 1.169 -2.630
O 0.375 2.803 1.974
O -1.502 -3.115 0.058
O 4.146 -0.820 -1.067
O 0.391 -2.446 -2.579
O -1.855 -0.206 -0.130
O 2.528 0.953 0.739
O 0.327 -0.543 -0.600
O -2.567 1.731 2.371
O -0.253 0.043 1.407
O -2.161 1.362 -2.539
C -0.591 -0.199 0.184
H -1.618 -2.171 -0.190
H 3.216 -1.065 -1.055
H 0.316 -1.688 -1.980
H 0.741 0.529 -2.099
H 0.829 2.024 -2.471
H 1.251 2.745 2.369
H 0.144 1.901 1.731
H 4.249 -0.183 -0.350
H 2.793 0.361 1.454
H -2.116 1.361 1.598
H -2.262 1.195 3.108
H 1.845 0.466 0.231
H -1.826 0.931 -1.731
H -2.345 -3.367 0.458
H -2.212 2.305 -2.325
H 1.318 -2.711 -2.541
*
```

Energy   -1524.08777 hartree
HOMO energy   -15.0 eV
HOMO-LUMO gap   0.1992 hartree

=====

5.
DFT (ωB97M-V/def2-TZVPD) results for a structure of composition C24H29BrN5O3PdSSi.

Structure (ORCA input):
```
! wB97M-V def2-TZVPD RIJCOSX def2/J DEFGRID3
* xyz 1 5
Pd -0.011 0.010 0.316
Br -2.407 -6.855 4.385
S -2.459 0.085 0.787
Si 0.036 -0.859 -3.183
O -1.642 -1.924 2.307
O -0.126 -2.126 0.647
O 0.127 2.309 0.050
N 2.237 -0.183 0.454
N 0.383 0.303 2.537
N 0.209 -6.179 1.289
N -3.439 -1.637 -1.231
N -0.030 0.450 -1.917
C 1.091 3.753 1.699
C -0.829 -2.590 1.609
C -0.330 4.797 3.343
C -0.534 -6.728 2.255
C -1.304 3.418 1.624
C -1.448 4.228 2.744
C -1.405 -5.992 3.048
C -0.033 3.192 1.132
C 0.092 -4.863 1.100
C -0.752 -4.055 1.855
C 2.532 -0.601 1.841
C -0.101 4.108 -1.527
C -0.027 2.770 -1.231
C 0.281 -2.498 -2.384
C -0.195 4.507 -2.858
C -1.545 -0.879 -4.143
C -0.199 3.560 -3.892
C 1.828 0.322 2.793
C -1.526 -4.637 2.849
C 1.539 -0.527 -4.227
C 0.937 4.563 2.819
C -3.037 -0.930 -0.402
C -0.128 2.228 -3.598
C -0.063 1.745 -2.243
H 1.208 -2.556 -1.810
H -2.163 2.973 1.133
H -0.077 1.104 2.956
H -2.436 4.416 3.145
H 2.580 -0.872 -0.207
H -0.260 3.881 -4.923
H -0.080 4.843 -0.733
H 2.066 3.570 1.262
H 2.402 -0.286 -3.597
H -2.198 -4.033 3.443
H 2.067 0.032 3.818
H -1.791 0.060 -4.640
H 1.807 5.015 3.277
H 1.421 0.277 -4.957
H -0.446 5.429 4.214
H 3.601 -0.600 2.055
H 2.180 1.342 2.651
H -0.133 1.509 -4.402
H -2.376 -1.149 -3.484
H -0.433 -7.797 2.407
H -0.055 -0.538 2.928
H 2.687 0.699 0.233
H 2.164 -1.619 1.966
H -0.252 5.563 -3.090
H 1.782 -1.442 -4.778
H -0.546 -2.778 -1.731
H 0.340 -3.242 -3.187
H -1.472 -1.657 -4.911
H 0.692 -4.427 0.314
*
```

Energy   -4820.81548 hartree
HOMO energy (alpha / beta)   -11.3 / -11.3 eV
⟨S²⟩   6.06
HOMO-LUMO gap (alpha / beta)   0.3321 / 0.2046 hartree

=====

6.
DFT (ωB97M-V/def2-TZVPD) results for a structure of composition C17H19LuN4O.

Structure (ORCA input):
```
! wB97M-V def2-TZVPD RIJCOSX def2/J DEFGRID3
* xyz 2 1
Lu -0.136 0.244 0.104
O -0.052 2.345 -0.380
N -4.469 -0.721 0.296
N -2.404 -0.161 -0.194
N 2.169 -0.048 0.282
N 0.806 4.306 -1.016
C -0.287 0.309 4.675
C -0.279 4.158 1.157
C -4.545 0.358 -0.559
C -3.270 0.700 -0.857
C 1.065 0.300 4.983
C 4.394 -0.200 -0.575
C -3.182 -0.996 0.493
C -5.610 -1.442 0.887
C 2.629 0.018 1.555
C 1.612 0.123 2.642
C 0.175 3.570 -0.134
C 0.244 0.127 2.308
C 2.012 0.211 3.972
C -0.683 0.231 3.346
C 4.880 -0.129 0.727
C 3.035 -0.156 -0.745
C 3.999 -0.019 1.785
H -5.624 -1.292 1.962
H -5.488 0.767 -0.878
H 5.945 -0.167 0.914
H 0.986 5.283 -0.844
H 1.114 3.909 -1.891
H -1.747 0.251 3.129
H 3.056 0.207 4.252
H -2.845 -1.807 1.120
H -2.920 1.479 -1.512
H 1.390 0.360 6.013
H -5.535 -2.499 0.649
H 5.051 -0.295 -1.428
H -0.072 5.221 1.236
H 4.383 0.024 2.792
H -1.022 0.379 5.466
H 0.223 3.626 1.968
H -6.521 -1.042 0.453
H -1.350 3.985 1.259
H 2.606 -0.215 -1.739
*
```

Energy   -2188.59924 hartree
HOMO energy   -14.2 eV
HOMO-LUMO gap   0.2958 hartree

=====

7.
DFT (ωB97M-V/def2-TZVPD) results for the molecule C11H18ClN2O4P.

Structure (ORCA input):
```
! wB97M-V def2-TZVPD RIJCOSX def2/J DEFGRID3
* xyz 0 1
Cl 0.210 -0.974 -4.263
P -1.326 -1.473 -2.943
O 1.306 0.679 -1.341
O -1.342 -3.550 -0.772
O 1.917 2.428 1.790
O -2.589 -0.512 -3.287
N -2.660 -0.608 0.399
N -0.898 2.072 -3.411
C -0.578 1.506 -2.438
C 0.637 2.987 1.968
C -0.189 -3.059 -0.134
C -0.434 -3.023 1.357
C -1.831 -0.677 -0.406
C -0.142 2.329 3.114
C -0.088 0.667 -1.327
C 1.843 1.706 -0.524
C 0.361 -1.743 -0.710
C -0.685 -0.789 -1.288
C 1.895 1.300 0.947
H 0.962 0.772 1.160
H -0.422 1.161 -0.420
H -1.066 1.868 2.799
H 2.850 1.917 -0.855
H -0.624 -4.043 1.657
H 0.877 -1.242 0.092
H 0.046 3.011 1.055
H -2.806 0.091 -2.567
H 0.489 -2.730 1.841
H 0.601 -3.796 -0.266
H 1.270 2.621 -0.642
H 0.807 4.019 2.233
H 0.513 1.631 3.613
H -0.393 3.083 3.847
H 2.735 0.657 1.149
H -1.167 -3.744 -1.693
H 1.086 -1.948 -1.486
H -1.273 -2.404 1.628
*
```

Energy   -1641.92052 hartree
HOMO energy   -9.5 eV
SMILES   CCOCCO[C@@H](C#N)[C@](C#N)(C[C@@H](C)O)P(O)Cl
HOMO-LUMO gap   0.3680 hartree

=====

8.
DFT (ωB97M-V/def2-TZVPD) results for the molecule C9H11IO5.

Structure (ORCA input):
```
! wB97M-V def2-TZVPD RIJCOSX def2/J DEFGRID3
* xyz 0 1
I 1.341 2.002 -5.052
O -1.999 1.994 -2.410
O 1.056 3.048 -1.494
O -0.647 0.425 0.581
O -0.209 -1.469 -0.614
O -2.064 2.202 -4.670
C -0.010 -0.833 0.668
C -1.022 -0.728 -1.328
C -1.365 0.523 -0.630
C -0.663 -1.713 1.736
C 0.366 1.943 -2.047
C -1.398 2.106 -3.669
C -0.003 2.083 -3.480
C 1.490 -0.667 0.898
C -1.040 1.843 -1.398
H 1.392 3.607 -2.206
H 0.976 1.045 -1.847
H -1.142 2.654 -0.668
H 1.992 -1.610 0.701
H -1.731 -1.799 1.552
H 1.876 0.098 0.228
H -2.452 0.583 -0.435
H -0.515 -1.260 2.710
H -0.219 -2.703 1.713
H 1.670 -0.360 1.922
H -1.309 -1.044 -2.311
*
```

Energy   -1023.30541 hartree
HOMO energy (alpha / beta)   -6.9 / -6.3 eV
HOMO-LUMO gap (alpha / beta)   0.1765 / 0.1190 hartree

=====

Question: Which of these has the lowest energy?
Answer: C24H29BrN5O3PdSSi

=====

Question: Which value of energy does entry 2 give?
Answer: -3134.30826 hartree

=====

Question: Number 8 is which compound?
Answer: C9H11IO5